Record 1
The following is a quantum chemistry calculation of a molecular structure, C21H36N8O8P3SZr, from the Open Molecules 2025 dataset.

Charge: +3
Energy relative to the best compared isomer or geometry (same formula, charge and spin) (kcal/mol): 0.0
Maximum force (eV/A): 0.6
Molar mass (g mol⁻¹): 744.78
Kohn-Sham gap (eV): 7.305

Geometry (Å):
C 1.28 -3.56 -3.71
O -2.11 1.96 3.83
H -4.95 -2.66 -1.75
H -2.27 -0.57 -3.29
H -1.22 -1.18 2.77
H 0.61 -3.96 2.22
N -1.79 -0.16 -0.72
H 1.59 -4.16 0.75
P -1.46 2.73 2.63
H -3.92 -0.72 -3.86
H -3.43 0.77 -3.04
C 2.25 -1.44 -5.21
O -1.44 1.91 1.36
O 0.54 4.36 2.08
O 0.38 0.71 3.04
H -3.24 4.03 2.72
C 1.37 0.39 -2.16
C 1.42 -2.31 -3.13
N 0.95 -0.42 -1.24
O 1.49 1.76 1.15
H 4.15 -1.03 1.25
H -2.88 -2.56 3.40
H 1.55 -4.74 -5.48
S 1.11 -2.13 -1.39
H 2.15 0.79 -3.96
H -1.18 3.46 -0.25
O 2.58 1.92 3.50
C 1.70 2.85 -2.63
C 2.13 -2.70 -5.78
P 2.20 -2.18 1.96
N 0.07 2.05 -1.07
H 0.90 -4.39 -3.12
H 1.31 4.28 4.62
H 3.73 -2.35 0.14
C 3.80 -2.06 1.19
N -3.27 -1.61 0.35
C -3.30 -0.32 -3.06
H -5.60 -1.26 -2.59
C 1.64 -3.76 -5.03
N -3.71 -0.93 -1.80
O -2.31 4.03 2.45
H 2.54 2.65 -3.28
H 1.42 -1.85 4.20
C 1.90 -1.25 -3.88
H 0.29 2.96 5.17
H 0.24 5.22 2.41
H -1.50 1.48 4.41
C 2.39 -1.82 3.70
H 3.29 2.52 3.23
H -0.44 4.52 4.72
C 1.61 -3.87 1.80
H 2.42 -2.84 -6.81
H -4.14 -2.90 2.29
N -3.25 -2.47 2.47
Zr -0.12 0.32 0.72
C -2.89 -0.86 -0.74
C 1.26 4.15 -2.46
O 1.20 -1.21 1.30
H -1.69 0.40 -1.55
C 0.35 3.80 4.47
H 1.74 4.97 -2.98
C -5.03 -1.57 -1.73
N -1.54 -1.03 1.82
H 2.28 -4.54 2.34
C -0.37 3.31 -0.93
H 2.81 -0.82 3.83
H -0.22 5.37 -1.47
H -5.58 -1.24 -0.85
H 2.62 -0.60 -5.79
N 1.97 0.05 -3.31
P 1.27 1.88 2.65
C 1.06 1.83 -1.95
C 0.23 3.35 3.02
C -2.64 -1.68 1.57
C 0.18 4.38 -1.62
H -4.05 -2.23 0.22
H 3.05 -2.54 4.16
H 4.52 -2.71 1.70

Mulliken charges, unit e, in atom order: -0.803 -0.520 0.357 0.330 -0.033 0.317 0.393 0.260 0.611 0.409 0.322 -0.753 -0.314 -0.495 -0.768 0.403 0.315 0.922 0.113 -0.457 0.354 0.204 0.429 -0.181 0.150 0.814 -0.510 -0.886 -0.623 0.909 0.569 0.485 0.407 0.305 -1.078 -0.014 -1.014 0.362 -0.812 0.213 -0.525 0.613 0.293 0.091 0.367 0.366 0.375 -1.067 0.407 0.490 -1.039 0.432 0.186 -0.365 0.723 0.210 -0.677 -1.273 -0.161 -1.583 0.496 -1.162 0.179 0.466 -0.375 0.267 0.484 0.446 0.445 0.001 0.837 1.025 0.808 0.401 -1.144 0.255 0.547 0.473

=====

Record 2
The following is a quantum chemistry calculation of a molecular structure, C21H36P2Ru at a distorted geometry, from the Open Molecules 2025 dataset.

Multiplicity: 5
Charge: +2
Energy relative to the best compared isomer or geometry (same formula, charge and spin) (kcal/mol): 0.0
Maximum force (eV/A): 5.8
Molar mass (g mol⁻¹): 451.54
⟨S²⟩: 6.0310
Kohn-Sham gap (spin up / spin down) (eV): 7.780 / 3.968

Geometry (Å):
C -0.29 2.35 6.15
H -1.97 -3.08 0.70
H -2.75 0.55 -3.80
C 0.95 1.64 4.19
H -2.27 -1.47 -4.82
C 1.68 -0.99 -4.31
H 0.66 0.52 -5.48
C 1.96 -2.70 0.60
H -0.33 2.88 7.11
C -1.74 0.55 -4.24
C -1.74 2.08 0.76
H 2.11 -3.50 1.34
H 0.54 -1.43 -1.42
C -1.34 -0.92 -4.59
H 1.05 3.56 0.13
H -2.40 1.22 0.93
H -1.11 -1.05 -0.98
C -1.44 1.70 5.67
C 1.14 2.88 0.99
H -1.91 2.82 1.55
H 1.44 0.60 -0.80
H 2.62 -1.86 0.87
C 1.27 0.49 -4.57
H -1.94 2.53 -0.22
H 0.84 -1.33 4.22
H 2.20 1.05 -4.78
H 2.23 -3.07 -0.39
H 1.22 -2.58 -2.87
H 1.87 1.59 3.60
H -2.25 0.50 4.03
H 2.69 -1.02 -3.87
H -0.83 -4.09 -0.26
H -1.25 -2.27 -2.86
H -0.18 1.06 -1.30
C -0.19 1.00 3.71
C -0.95 -3.50 0.66
C -0.79 1.25 -3.32
C 0.74 -1.78 -3.45
P 0.24 -2.13 0.74
H 1.76 -1.50 -5.29
H 2.16 2.46 1.03
C 0.90 2.33 5.41
C 0.13 -1.81 3.53
C 0.37 0.50 -0.56
H -1.26 2.00 -2.66
H -0.73 -0.89 -5.50
H 0.94 3.43 1.92
Ru -0.07 -0.37 2.02
P -0.03 1.53 0.91
H 1.78 2.86 5.78
H 0.47 -2.81 3.23
C 0.55 1.20 -3.46
H -0.81 -4.15 1.53
C -0.61 -1.68 -3.52
C -1.38 1.02 4.43
H -1.81 1.12 -5.17
H 1.21 1.81 -2.82
H -2.37 1.71 6.24
C -0.07 -0.97 -0.65
H -0.87 -1.82 3.99

Mulliken charges, unit e, in atom order: -0.360 0.392 0.384 -0.046 0.481 -0.974 0.375 -1.139 0.436 -1.033 -1.209 0.403 -1.017 -0.901 0.403 0.421 0.537 -0.635 -1.381 0.399 0.633 0.381 -1.051 0.423 0.452 0.459 0.383 0.738 0.495 0.457 0.375 0.398 0.625 -1.143 0.127 -1.198 -0.260 -0.409 0.848 0.320 0.424 -0.690 -1.377 0.139 0.591 0.316 0.429 -0.117 0.904 0.434 0.549 -0.212 0.387 -0.319 -0.114 0.326 0.616 0.429 0.325 0.372

=====

Record 3
The following is a quantum chemistry calculation of a molecular structure, C21H36P2STc at a distorted geometry, from the Open Molecules 2025 dataset.

Multiplicity: 4
Charge: +2
Maximum force (eV/A): 3.6
Molar mass (g mol⁻¹): 480.53
⟨S²⟩: 3.7919
Kohn-Sham gap (spin up / spin down) (eV): 5.779 / 6.307

Geometry (Å):
H 0.06 -4.71 -0.04
P 0.40 2.45 0.69
C -0.97 3.33 -0.14
H 1.23 4.16 2.21
C -0.87 0.70 3.83
H -1.13 -3.55 -0.83
H 2.13 -0.68 -3.38
H -0.70 -1.35 1.50
H 1.27 1.07 3.88
H 0.49 -2.18 2.62
H -1.62 -2.09 -1.91
H 1.22 -1.31 -4.73
C 1.36 0.02 -0.63
H 2.55 3.18 1.53
H 0.43 -3.94 -1.65
C -0.65 0.15 6.52
H 0.03 0.62 -5.06
H -1.02 -3.13 2.15
H -1.71 -0.95 -4.73
C 0.62 0.67 -4.13
C -1.93 0.20 5.96
H 3.12 -2.13 0.53
H -1.07 4.32 0.36
C -0.23 -2.37 1.83
C -1.33 1.30 -2.65
C 0.39 0.73 4.42
H -2.84 0.01 6.54
H 2.58 1.40 0.25
H -3.01 -1.44 -3.62
C -0.08 -3.83 -0.67
H 0.81 -2.22 -2.25
H 1.83 4.44 0.56
C 1.59 3.66 1.30
S -1.02 0.85 1.60
H -0.57 -0.16 7.56
H 1.96 1.95 -1.32
H -1.95 2.83 -0.02
C 0.23 -1.53 -2.86
H -1.77 1.95 -1.90
C -2.41 0.61 -3.38
C -2.04 0.51 4.57
H 1.48 0.37 6.28
C 1.67 1.47 -0.38
C -1.11 -1.49 -2.68
H 0.35 2.50 -2.90
C -2.06 -0.89 -3.68
H 0.68 -0.03 -1.58
C 2.45 -2.97 0.32
H 1.52 1.23 -4.40
H -2.61 1.12 -4.35
H 2.64 -3.69 1.13
C 1.10 -0.76 -3.78
H -0.83 3.49 -1.23
Tc -0.51 -0.62 -0.20
C -0.07 1.49 -3.09
H 2.81 -3.37 -0.65
H -3.04 0.66 4.14
P 0.71 -2.49 0.28
C 0.50 0.40 5.79
H -3.36 0.63 -2.81
H 2.28 -0.58 -0.78

Mulliken charges, unit e, in atom order: 0.521 0.958 -1.448 0.427 0.497 0.343 0.318 0.244 0.382 0.404 0.111 0.425 0.208 0.423 0.463 -0.407 0.426 0.408 0.314 -1.143 -0.532 0.434 0.503 -0.478 0.259 -0.099 0.401 0.723 0.462 -1.438 -0.070 0.417 -1.142 -0.276 0.390 0.537 0.458 0.598 0.006 -1.048 -0.391 0.417 -1.561 -0.292 0.682 -0.988 -0.402 -1.378 0.414 0.311 0.436 -0.834 0.385 -1.076 -0.036 0.372 0.411 1.293 -0.666 0.334 0.586

=====

Record 4
The following is a quantum chemistry calculation of a molecular structure, C21H37As3BrN4O3SY at a distorted geometry, from the Open Molecules 2025 dataset.

Energy relative to the best compared isomer or geometry (same formula, charge and spin) (kcal/mol): 35.7
Maximum force (eV/A): 3.0
Molar mass (g mol⁻¹): 819.20
Kohn-Sham gap (eV): 8.340

Geometry (Å):
H -2.34 -1.42 1.94
H 3.18 -2.39 -0.53
C -0.16 3.49 -0.32
C -0.12 0.04 2.96
C -2.91 -4.10 2.71
C -0.24 -1.39 2.42
C -2.68 1.21 0.81
H -1.42 -1.81 4.16
H -1.96 6.23 -1.20
H -3.71 -1.27 -0.39
H -1.32 -2.41 0.88
C -1.83 4.36 -2.27
C -2.85 -1.04 -1.04
H -2.44 -1.96 -1.45
C -0.79 0.52 -4.18
H -1.06 0.37 3.40
H 2.35 3.83 -1.62
H 3.56 1.18 -1.77
H 0.15 0.73 2.15
O -1.75 0.60 -4.93
H -3.18 -0.43 -1.88
H 3.44 2.16 -0.46
C 3.21 0.30 2.27
C -1.27 3.10 -2.27
H -0.44 -6.06 2.00
C 0.60 1.04 -4.63
As -1.46 -0.10 -0.05
H -0.37 -4.55 1.11
Br -0.21 5.86 1.24
H -3.17 1.78 0.02
C -1.54 5.23 -1.24
H -3.45 0.69 1.39
H 0.65 0.10 3.73
H -2.15 1.91 1.46
H 1.06 0.25 -5.23
H 0.44 1.92 -5.26
H 0.26 -2.25 4.32
N 2.94 1.84 -1.29
C -0.59 -2.28 3.63
H 0.94 -2.65 1.11
S -0.44 -3.95 -1.55
H 4.38 -1.13 -0.23
H 3.61 3.28 -2.73
H 0.93 -4.98 2.24
C -0.68 4.77 -0.25
Y 0.73 0.38 -1.73
H 1.76 -2.20 2.60
N 1.48 1.35 -3.51
H 4.15 0.67 1.85
As -1.13 -4.22 3.57
N 1.19 -1.73 -1.79
H -2.48 4.66 -3.08
H 3.97 -2.26 1.06
C -1.38 -1.46 1.41
H 3.43 -0.46 3.02
C 1.63 2.65 -3.27
H -2.86 -3.92 1.64
H 0.51 3.13 0.46
H 2.70 1.13 2.75
C 1.10 -1.83 1.81
As 2.13 -0.48 0.78
N -0.45 2.66 -1.31
C 3.56 -1.70 0.22
C -0.15 -5.01 2.06
O 1.06 3.60 -3.82
H -3.50 -3.31 3.19
H -3.43 -5.04 2.87
C 2.70 2.97 -2.19
O -0.84 0.04 -2.98
C 0.46 -2.66 -1.72
H -1.50 2.41 -3.07

Mulliken charges, unit e, in atom order: 0.791 0.344 -0.771 -1.734 -1.041 2.380 -1.545 0.567 0.471 0.432 -0.316 -1.040 -1.367 0.242 0.415 0.481 0.344 0.265 -0.037 -0.704 0.411 0.182 -1.351 -0.274 0.418 -0.427 1.422 -0.118 -0.181 0.463 -0.278 0.473 0.376 0.349 0.383 0.404 0.566 -0.387 -2.280 0.040 -0.481 0.445 0.434 0.282 -0.472 0.141 0.620 -0.498 0.456 0.284 -0.821 0.525 0.423 -1.121 0.425 0.778 0.222 0.615 0.337 -1.244 1.345 1.111 -1.378 -0.757 -0.717 0.282 0.434 -0.996 -0.211 0.835 0.336